Entry 1:
Formula: C4H11NO3
Source: OMol25
Level of theory: ωB97M-V with the def2-TZVPD basis set

Atoms and positions in Å:
H -1.08 1.97 0.36
H -0.48 -0.90 0.26
C 1.27 0.02 -1.31
H -0.56 -3.10 -1.21
H 0.32 -0.25 1.71
H 0.47 -3.03 -0.17
H 2.04 0.53 -1.89
H 2.68 1.69 0.17
H -2.84 0.33 1.66
H 1.50 1.93 1.42
H -0.95 1.67 1.97
H 1.27 2.62 -0.28
O 0.75 -0.99 -1.75
O -0.47 -3.20 -0.26
O -2.59 1.00 1.02
C -0.15 0.04 0.69
N 0.92 0.56 -0.12
C 1.60 1.78 0.34
C -1.16 1.10 1.07

Computed properties:
Molar mass in g mol⁻¹: 121.136
SMILES string: CN(C=O)CCO.O
Frontier orbital gap in eV: 10.095
Strongest force on any atom in eV Å⁻¹: 4.39


Entry 2:
Formula: C5H8S
Source: OMol25
Level of theory: ωB97M-V with the def2-TZVPD basis set

Atoms and positions in Å:
H 1.64 1.98 -0.55
C -2.01 0.35 0.05
H -1.19 2.14 0.50
H -0.80 1.82 -1.23
H -2.42 -0.45 -0.53
H 1.52 -1.93 1.25
C -0.34 0.13 0.10
H 0.42 -2.39 0.11
H 2.03 -2.30 -0.41
S 2.26 0.82 -0.23
C 1.30 -1.76 0.17
C 0.96 -0.35 -0.04
C -0.98 1.44 -0.25
H -2.39 0.49 1.07

Computed properties:
Molar mass in g mol⁻¹: 100.186
SMILES string: CC(S)=C1CC1
Frontier orbital gap in eV: 8.869
Strongest force on any atom in eV Å⁻¹: 4.79


Entry 3:
Formula: C4H9N2S2
Source: OMol25
Level of theory: ωB97M-V with the def2-TZVPD basis set

Atoms and positions in Å:
H 1.99 -2.06 0.53
H -2.21 2.08 -1.27
H 1.98 -1.60 -1.20
C 2.32 -0.02 0.15
H 3.30 0.19 -0.41
S -2.72 -0.81 0.07
C -0.13 0.20 0.05
H -3.11 -0.69 1.41
C -2.18 1.84 -0.23
H -3.21 2.07 0.11
H 2.72 0.01 1.18
C 1.66 -1.35 -0.13
N 0.30 -1.05 0.03
S 1.11 1.30 -0.03
H -0.37 -1.71 0.05
H -1.60 2.67 0.30
N -1.73 0.57 0.35

Computed properties:
Molar mass in g mol⁻¹: 149.264
Frontier orbital gap in eV: 9.735
Charge: +1
Strongest force on any atom in eV Å⁻¹: 5.40


Entry 4:
Formula: NO3Rb5
Source: OMol25
Level of theory: ωB97M-V with the def2-TZVPD basis set

Atoms and positions in Å:
O -1.03 -0.06 -0.13
O 0.98 -0.34 -0.82
O 0.66 0.22 1.22
N 0.20 -0.08 0.11
Rb -3.25 1.90 -0.25
Rb 0.27 0.32 4.08
Rb 0.86 -2.20 -3.15
Rb -2.21 -0.85 -2.77
Rb 3.51 1.09 1.72

Computed properties:
Molar mass in g mol⁻¹: 489.344
Frontier orbital gap in eV: 10.499
Charge: +4
Strongest force on any atom in eV Å⁻¹: 1.20


Entry 5:
Formula: C22H42Br2N4O5P
Source: OMol25
Level of theory: ωB97M-V with the def2-TZVPD basis set

Atoms and positions in Å:
C -4.37 3.77 1.57
N 0.75 -5.89 -2.32
C -0.70 6.33 1.97
H 2.78 -2.44 0.84
H 1.90 -6.47 -0.63
O 4.14 1.88 -0.33
H 1.82 -2.20 3.01
H 4.18 4.96 -1.88
C 2.81 -4.39 -2.41
H 0.77 -3.82 -2.19
H -5.12 2.13 -2.05
C 0.95 2.75 1.71
H 0.49 -1.31 2.10
Br -1.82 4.18 -1.81
H 2.46 -8.52 -3.79
P 3.21 1.15 0.93
C -1.75 3.57 1.25
H 1.71 -1.20 0.03
H 1.14 -4.42 -3.76
C 1.33 -4.61 -2.70
C 1.40 1.59 0.65
Br -0.62 7.22 -0.97
C -1.00 5.89 0.46
C -4.57 1.41 -1.36
C -0.63 2.77 1.93
H 3.13 3.47 -2.40
C 1.61 -1.29 2.34
H -6.50 0.99 1.51
H 0.35 5.94 2.23
H 2.81 -7.78 -2.23
H -5.83 -0.34 0.40
C 1.03 -7.00 -3.24
H -0.76 7.47 2.11
C 4.03 3.33 -0.28
H 3.08 3.72 0.22
H 1.88 -0.35 2.95
H 1.29 2.08 -0.39
H -3.62 1.75 3.60
H 1.24 3.80 1.31
H 0.34 -7.81 -3.00
C -2.83 2.22 2.92
C 0.28 -5.24 0.05
N -1.41 2.02 2.89
O 3.57 -0.50 0.86
H 0.30 -5.63 1.07
H -3.45 1.63 -1.45
H 3.15 -6.91 -3.74
H 3.45 -4.89 -3.14
O -6.01 3.69 -0.24
N -3.02 3.22 1.87
C -5.15 3.02 0.40
H 4.93 3.84 0.23
H 0.77 -6.69 -4.26
C 2.45 -7.57 -3.24
N -4.94 1.59 0.08
O 3.78 1.72 2.24
C -6.16 0.77 0.43
H 1.44 2.60 2.74
C 2.40 -1.35 0.95
C 0.86 -6.27 -0.91
H 0.66 0.74 0.77
H 4.95 3.31 -2.36
H -4.21 4.85 1.22
H -7.00 0.97 -0.32
H 3.05 -3.32 -2.48
H -0.76 -5.00 -0.21
H -4.85 0.34 -1.65
C 4.07 3.83 -1.83
C -1.48 4.60 0.08
H 0.86 -4.31 0.04
O -0.99 1.13 3.83
H 3.10 -4.72 -1.41
H -1.43 5.88 2.73
H -0.96 1.64 4.68
H -5.00 3.68 2.52
H 0.30 -7.20 -0.75

Computed properties:
Molar mass in g mol⁻¹: 633.383
Frontier orbital gap in eV: 5.670
Charge: +1
Strongest force on any atom in eV Å⁻¹: 5.92


Entry 6:
Formula: C3H7NO3
Source: OMol25
Level of theory: ωB97M-V with the def2-TZVPD basis set

Atoms and positions in Å:
H 0.75 1.70 0.89
C -0.26 0.46 0.02
N 1.23 -1.37 1.05
O 1.66 1.47 -0.95
O 0.02 1.04 1.20
H 2.13 -1.42 0.85
H 0.45 0.41 -2.11
O 0.48 -1.13 -0.05
C -1.73 0.15 -0.29
H -1.91 0.14 -1.37
H -2.38 0.73 0.34
C 0.63 0.86 -1.15
H 0.81 -2.12 1.55
H -1.89 -0.91 0.04

Computed properties:
Molar mass in g mol⁻¹: 105.093
SMILES string: C[C@](O)(C=O)ON
Frontier orbital gap in eV: 9.286
Strongest force on any atom in eV Å⁻¹: 5.29


Entry 7:
Formula: C5H5NO2
Source: OMol25
Level of theory: ωB97M-V with the def2-TZVPD basis set

Atoms and positions in Å:
C 1.11 -0.17 -0.86
H 1.63 -0.57 1.31
C 0.05 -0.24 0.20
C -1.33 2.00 0.07
C -1.25 -0.99 -0.03
O 2.46 0.01 -0.53
C -0.23 1.32 0.22
H -2.67 1.67 0.09
H 0.72 2.11 0.40
H 0.37 -0.01 -1.82
H -0.99 3.35 -0.28
N -1.98 -1.64 -0.58
O 0.63 -0.83 1.37

Computed properties:
Molar mass in g mol⁻¹: 111.100
Frontier orbital gap in eV: 9.531
Strongest force on any atom in eV Å⁻¹: 9.62


Entry 8:
Formula: C5H28N2O9
Source: OMol25
Level of theory: ωB97M-V with the def2-TZVPD basis set

Atoms and positions in Å:
H -1.84 0.48 -0.43
H -3.13 2.71 0.52
C 0.43 2.61 0.76
C 0.34 0.03 0.81
H -1.65 2.47 0.05
H -1.08 -1.06 -2.21
C -0.89 -0.90 0.68
H -2.15 -3.87 0.33
O -0.63 -0.98 -3.07
H 1.90 -2.04 -2.60
O 3.91 1.09 0.50
H 1.51 0.80 -2.71
C -0.48 -2.35 0.47
H -0.68 -0.07 -3.37
H -2.66 -0.86 -0.44
H 1.01 2.54 -0.17
H -1.46 -0.69 1.60
H -0.44 1.40 2.18
H 0.90 0.22 -0.10
O -2.59 2.35 -0.18
H -0.48 0.29 4.81
O 2.16 -2.20 -1.68
H 3.20 1.38 -0.08
N -0.04 1.34 1.26
H -2.16 2.90 -3.04
H 0.48 -2.57 0.94
H 1.07 -0.43 1.48
H -0.34 -2.58 -0.58
H 3.50 -2.11 1.07
H 1.27 -2.17 -1.30
H -0.89 -0.41 3.48
O -1.98 1.96 -3.02
C -1.57 -3.24 1.03
H 0.95 3.29 1.44
N -1.70 -0.52 -0.50
H 3.68 0.14 0.55
H 2.46 -1.59 -0.04
O 2.88 -1.43 0.83
H 0.65 1.21 -1.67
O -1.96 -3.21 2.17
H -0.43 3.23 0.45
H -2.49 1.61 -2.29
O 1.61 1.21 -1.83
O -0.18 0.05 3.93

Computed properties:
Molar mass in g mol⁻¹: 260.284
SMILES string: CNC[C@@H](N)CC=O.O.O.O.O.O.O.O.O
Frontier orbital gap in eV: 8.695
Strongest force on any atom in eV Å⁻¹: 1.69